[1]
{
  "formula": "C11H14BIrN7",
  "method": "wB97M-V/def2-TZVPD",
  "symbols": ["C", "N", "N", "C", "C", "B", "N", "N", "C", "C", "C", "Ir", "N", "N", "C", "C", "C", "H", "H", "H", "H", "H", "H", "H", "H", "H", "H", "H", "C", "H", "H", "H", "N", "C"],
  "xyz": [[2.796427, -0.071450, 1.075531], [1.578823, -0.103927, 0.472588], [1.782029, -0.064206, -0.889739], [3.107996, 0.014656, -1.138927], [3.778860, 0.013789, 0.078130], [0.545936, 0.069319, -1.809924], [-0.392747, -1.123773, -1.487258], [-0.838987, -1.308450, -0.190328], [-1.746783, -2.319129, -0.189954], [-1.911773, -2.746758, -1.508562], [-1.061212, -1.978555, -2.292576], [-0.288825, -0.201191, 1.370992], [-0.164338, 1.320498, -1.239671], [-0.514736, 1.390183, 0.089237], [-1.042515, 2.620701, 0.314354], [-1.036147, 3.323986, -0.896117], [-0.471295, 2.486855, -1.842545], [-1.408728, 2.909838, 1.291612], [-0.252856, 2.595906, -2.894503], [-1.407312, 4.321286, -1.062888], [0.810228, 0.177359, -2.985346], [-0.861946, -1.969228, -3.349926], [3.464958, 0.042225, -2.150153], [-2.604365, -3.507702, -1.813073], [4.831937, 0.076322, 0.244417], [-2.219627, -2.614748, 0.730714], [2.884353, -0.105879, 2.151021], [-2.161342, -0.169469, 2.114635], [-1.722438, -1.029057, 2.667841], [-2.427135, -1.854034, 2.516257], [-0.774266, -1.535519, 2.226495], [-1.589319, -0.765399, 3.719329], [0.954738, 1.353968, 3.748009], [0.362411, 0.751587, 2.930320]],
  "atomic_forces_ev_per_a": [[-2.31, -0.03, -0.41], [3.48, -0.24, 2.00], [2.13, 0.09, -1.24], [-3.39, -0.30, -1.65], [1.08, -0.02, 1.85], [0.47, 0.04, -0.53], [-1.51, -1.53, -1.88], [-2.67, -3.34, -0.42], [2.00, 2.57, 1.05], [-1.62, -1.76, 0.25], [2.93, 2.77, -0.17], [1.76, 2.09, 0.43], [-0.65, 2.36, -2.00], [-1.65, 4.17, 0.45], [0.77, -2.92, 0.88], [-0.99, 2.27, 0.54], [1.69, -3.71, -1.07], [0.03, 0.12, -0.03], [-0.09, 0.36, -0.16], [-0.11, 0.32, -0.05], [-0.16, -0.12, 0.66], [-0.12, -0.20, -0.37], [0.32, 0.08, -0.37], [-0.22, -0.35, -0.39], [0.66, 0.01, -0.02], [-0.17, -0.36, -0.20], [0.17, -0.01, 0.03], [-0.47, 0.23, 0.10], [-1.76, -0.65, 1.59], [0.06, 0.19, 0.31], [0.20, -1.84, 1.28], [-0.10, -0.31, -0.17], [0.15, 0.26, 0.59], [0.09, -0.24, -0.88]],
  "total_charge": 4,
  "homo_lumo_gap_ev": [9.0, 5.3],
  "s_squared": 8.801,
  "multiplicity": 6,
  "lumo_energy_ev": [-14.400, -19.195]
}



[2]
{
  "formula": "C24H46NO4",
  "method": "wB97M-V/def2-TZVPD",
  "symbols": ["C", "C", "C", "O", "C", "C", "C", "C", "O", "C", "C", "O", "C", "C", "C", "C", "C", "C", "C", "C", "C", "O", "C", "N", "C", "C", "C", "C", "C", "H", "H", "H", "H", "H", "H", "H", "H", "H", "H", "H", "H", "H", "H", "H", "H", "H", "H", "H", "H", "H", "H", "H", "H", "H", "H", "H", "H", "H", "H", "H", "H", "H", "H", "H", "H", "H", "H", "H", "H", "H", "H", "H", "H", "H", "H"],
  "xyz": [[4.143170, 3.934050, 3.056951], [3.123894, 3.547219, 2.269945], [2.669211, 2.126933, 2.343608], [1.557272, 1.957076, 3.182057], [0.645820, 0.964245, 2.625642], [-0.599024, 1.718995, 2.160717], [-1.903351, 0.934961, 2.020901], [-3.046346, 1.904673, 1.679387], [-3.819734, 1.517255, 0.545986], [-4.857475, 0.688828, 0.800203], [-5.704194, 0.437580, -0.409399], [-5.050173, 0.197372, 1.892919], [1.535399, 0.291791, 1.567164], [0.991046, -0.740965, 0.598488], [1.324785, -2.160505, 1.126927], [0.258232, -3.212465, 0.827076], [-1.020253, -3.051538, 1.643708], [-2.217703, -3.709256, 0.974439], [-2.646560, -2.949495, -0.300537], [-2.440905, -3.729550, -1.592854], [-2.555297, -2.856464, -2.847905], [-1.956941, -1.574127, -2.695114], [-0.581667, -1.575156, -2.996965], [2.174520, 1.535969, 1.040541], [3.102542, 1.488940, -0.130167], [2.395874, 2.020193, -1.369081], [3.280495, 2.021191, -2.623798], [2.510539, 2.756162, -3.723745], [3.561170, 0.587043, -3.077801], [4.282426, 4.948430, 3.405675], [4.839774, 3.184528, 3.420260], [2.634252, 4.201353, 1.552655], [3.522785, 1.520631, 2.673855], [0.360875, 0.260026, 3.407269], [-0.764597, 2.542531, 2.858131], [-0.420885, 2.181383, 1.179095], [-1.849905, 0.222423, 1.198203], [-2.143335, 0.368598, 2.922555], [-2.617364, 2.867099, 1.393475], [-3.678882, 2.090517, 2.545299], [-6.749570, 0.473120, -0.113926], [-5.448374, -0.544702, -0.797450], [-5.526636, 1.169626, -1.192586], [2.312057, -0.190427, 2.166805], [1.501557, -0.652789, -0.361913], [-0.082744, -0.655165, 0.453521], [1.498672, -2.156206, 2.207416], [2.257768, -2.490346, 0.664587], [0.068570, -3.207891, -0.250936], [0.694801, -4.188739, 1.050304], [-0.862585, -3.539948, 2.610545], [-1.239642, -2.003079, 1.858093], [-1.964458, -4.741100, 0.720391], [-3.066947, -3.729019, 1.656554], [-3.692352, -2.666209, -0.199452], [-2.062485, -2.025702, -0.344727], [-1.496989, -4.278232, -1.587267], [-3.242249, -4.469780, -1.667621], [-2.069928, -3.370388, -3.683710], [-3.601631, -2.688670, -3.098736], [-0.134878, -0.685591, -2.548685], [-0.079891, -2.465639, -2.603540], [-0.417820, -1.533146, -4.078311], [1.450982, 2.210383, 0.776147], [4.000802, 2.065488, 0.091440], [3.400433, 0.451564, -0.272490], [1.529150, 1.377078, -1.558802], [2.059397, 3.044218, -1.174653], [4.202362, 2.559670, -2.388117], [2.321017, 3.791888, -3.432887], [1.525517, 2.296462, -3.839824], [3.040227, 2.737022, -4.673303], [4.279282, 0.546458, -3.892555], [2.614777, 0.130470, -3.380141], [3.942316, -0.029150, -2.259934]],
  "atomic_forces_ev_per_a": [[-0.77, -0.44, -0.41], [0.62, 0.10, 0.10], [0.93, -0.17, -0.15], [0.00, 0.02, -0.09], [-0.33, 0.13, 0.15], [-0.13, -0.21, -0.39], [-0.28, -0.12, -0.17], [0.43, 0.42, 0.22], [-0.15, -0.03, 0.10], [-0.14, -0.47, 0.83], [0.11, 0.29, -0.07], [0.24, 0.42, -0.78], [-0.51, -0.07, 0.55], [0.23, -0.42, 0.21], [-0.12, -0.22, -0.03], [0.30, 0.18, -0.11], [0.06, -0.52, 0.25], [-0.29, 0.29, -0.37], [0.40, -0.12, 0.29], [-0.43, 0.17, -0.14], [0.27, -0.04, 0.06], [0.03, 0.05, 0.03], [-0.08, -0.01, -0.03], [0.39, 0.81, -0.10], [0.32, -0.37, -0.13], [0.31, -0.20, 0.10], [-0.50, -0.14, -0.13], [-0.04, 0.20, 0.39], [-0.05, 0.04, 0.54], [0.39, 0.18, -0.72], [-0.39, -0.02, 0.63], [-0.55, 0.34, 0.71], [-0.13, -0.19, -0.09], [0.21, -0.02, 0.09], [0.17, -0.04, 0.07], [0.06, 0.14, 0.04], [0.07, -0.11, -0.01], [0.07, 0.02, 0.01], [-0.05, -0.02, -0.12], [-0.16, -0.19, -0.06], [0.00, -0.21, 0.00], [-0.14, -0.16, -0.01], [0.08, 0.03, 0.03], [0.26, 0.04, -0.32], [-0.27, 0.19, -0.12], [-0.04, 0.23, -0.16], [-0.04, 0.14, 0.03], [0.12, 0.10, 0.12], [-0.17, 0.05, 0.03], [-0.07, -0.05, -0.09], [0.06, 0.18, 0.08], [-0.05, 0.11, -0.08], [-0.06, -0.08, 0.11], [0.10, -0.15, 0.16], [-0.10, 0.15, -0.15], [-0.14, 0.09, -0.11], [0.07, 0.06, 0.10], [0.19, -0.23, -0.03], [-0.22, -0.04, -0.13], [-0.01, 0.11, 0.01], [-0.02, 0.00, 0.03], [0.07, 0.02, 0.05], [0.03, -0.06, -0.04], [-0.31, -0.29, -0.14], [-0.09, 0.08, 0.19], [0.05, 0.00, 0.12], [-0.16, 0.21, -0.05], [-0.13, -0.03, 0.01], [0.09, -0.07, -0.10], [0.14, 0.05, -0.14], [0.08, -0.11, -0.20], [-0.03, 0.01, -0.04], [-0.07, -0.01, -0.09], [0.08, -0.01, -0.23], [0.20, -0.01, -0.10]],
  "total_charge": 1,
  "homo_lumo_gap_ev": 9.7,
  "multiplicity": 1,
  "lumo_energy_ev": -2.223
}



[3]
{
  "formula": "C17H34N2O",
  "method": "wB97M-V/def2-TZVPD",
  "symbols": ["C", "C", "O", "N", "C", "C", "C", "N", "C", "C", "C", "C", "C", "C", "C", "C", "C", "C", "C", "C", "H", "H", "H", "H", "H", "H", "H", "H", "H", "H", "H", "H", "H", "H", "H", "H", "H", "H", "H", "H", "H", "H", "H", "H", "H", "H", "H", "H", "H", "H", "H", "H", "H", "H"],
  "xyz": [[-0.963221, -3.579576, 0.486308], [0.407620, -2.952400, 0.646904], [1.121390, -3.224161, 1.595492], [0.814733, -2.096825, -0.322505], [2.103524, -1.452916, -0.139356], [2.074600, -0.349317, 0.921092], [3.408583, 0.393534, 0.957766], [3.727451, 1.009921, -0.322612], [5.146085, 1.266312, -0.456567], [2.965598, 2.218726, -0.552929], [-0.011715, -1.655705, -1.423427], [-0.800829, -0.381380, -1.083251], [-2.114118, -0.238756, -1.857958], [-1.839133, 0.009865, -3.340676], [-2.961022, 0.902995, -1.277303], [-3.768436, 0.522283, -0.025406], [-2.935437, 0.154269, 1.168281], [-2.271895, 0.989844, 1.960709], [-1.446230, 0.489162, 3.109126], [-2.247372, 2.478650, 1.783570], [-0.987592, -4.224676, -0.389745], [-1.159111, -4.183643, 1.368385], [-1.734279, -2.819942, 0.392055], [2.427214, -1.029953, -1.090669], [2.818291, -2.218810, 0.174607], [1.891322, -0.802274, 1.895822], [1.258122, 0.341375, 0.711453], [4.195024, -0.329956, 1.184202], [3.393414, 1.140271, 1.771501], [5.340725, 1.675356, -1.447434], [5.692166, 0.329636, -0.356339], [5.525829, 1.977607, 0.294202], [3.187696, 3.006903, 0.185385], [3.196102, 2.601059, -1.546673], [1.901761, 1.996625, -0.510259], [0.642166, -1.480244, -2.281964], [-0.703862, -2.454221, -1.694278], [-0.180717, 0.496074, -1.276890], [-1.029075, -0.399287, -0.017609], [-2.682191, -1.171847, -1.765203], [-1.246160, -0.796454, -3.764617], [-2.771018, 0.074725, -3.898144], [-1.295988, 0.943361, -3.472581], [-2.311195, 1.749116, -1.048842], [-3.673850, 1.230174, -2.038233], [-4.420008, -0.317780, -0.275436], [-4.412458, 1.369982, 0.225297], [-2.890075, -0.904039, 1.393793], [-1.399554, -0.596744, 3.124104], [-0.430781, 0.878695, 3.039810], [-1.866762, 0.831636, 4.054683], [-3.065690, 2.826576, 1.160070], [-2.310491, 2.970776, 2.752883], [-1.309160, 2.785420, 1.319387]],
  "atomic_forces_ev_per_a": [[0.16, -0.07, 0.20], [-0.32, -0.13, -0.25], [0.17, -0.10, 0.36], [0.33, -0.04, -0.11], [0.10, 0.09, 0.28], [0.30, -0.06, -0.11], [-0.27, -0.08, -0.02], [0.10, 0.01, 0.05], [-0.05, -0.03, -0.03], [0.01, -0.10, -0.04], [-0.25, 0.23, 0.00], [-0.23, -0.38, -0.12], [0.19, 0.42, -0.07], [-0.12, -0.20, 0.22], [-0.20, -0.38, 0.00], [0.14, 0.26, -0.09], [-0.24, 0.02, 0.12], [0.03, -0.07, 0.15], [-0.10, -0.06, -0.13], [-0.13, -0.16, -0.09], [-0.07, -0.01, -0.10], [0.03, 0.04, 0.00], [-0.14, 0.07, -0.09], [-0.04, -0.08, 0.00], [0.03, 0.09, -0.09], [-0.07, 0.03, 0.01], [-0.09, 0.05, 0.02], [0.04, 0.03, 0.05], [0.10, -0.04, -0.02], [0.09, 0.03, -0.02], [0.08, 0.00, 0.00], [0.02, 0.03, 0.02], [0.00, 0.02, 0.03], [-0.05, 0.07, -0.02], [-0.10, 0.07, -0.02], [-0.07, -0.13, 0.02], [0.03, 0.03, -0.05], [0.04, 0.15, 0.07], [0.17, 0.02, -0.07], [-0.01, -0.05, 0.04], [0.10, -0.07, -0.14], [-0.07, 0.02, -0.11], [0.09, 0.13, -0.04], [0.05, 0.13, -0.03], [0.02, 0.09, -0.04], [-0.07, 0.05, -0.01], [-0.08, -0.05, -0.01], [0.13, -0.13, 0.10], [0.03, -0.10, 0.03], [0.14, 0.02, 0.05], [0.03, 0.05, 0.11], [-0.05, 0.11, -0.08], [0.00, 0.09, 0.05], [0.10, 0.09, -0.02]],
  "homo_lumo_gap_ev": 9.3,
  "de_lowest_kj_mol": 8.3,
  "multiplicity": 1,
  "lumo_energy_ev": 0.776
}